{"formula": "C4H5I", "method": "ωB97M-V with the def2-TZVPD basis set", "elements": ["C", "C", "C", "C", "I", "H", "H", "H", "H", "H"], "xyz": [[0.587, 1.990, -1.815], [-0.062, 1.128, -1.255], [-0.108, -0.535, 0.893], [-1.074, 0.093, -0.137], [-2.572, 1.192, 0.819], [1.169, 2.833, -2.088], [0.322, 0.329, 1.239], [0.591, -1.173, 0.338], [-0.704, -1.028, 1.665], [-1.499, -0.805, -0.668]], "atomic_forces_ev_per_a": [[-0.95, -1.16, 1.29], [-2.11, -1.47, 2.13], [-1.53, -0.29, -1.75], [2.50, -0.41, -2.89], [-0.19, 0.29, -0.16], [0.13, -0.01, -0.43], [1.85, 1.50, 1.64], [-0.10, 0.05, 0.51], [0.35, -0.17, -0.15], [0.05, 1.67, -0.18]], "e_above_lowest_kj_mol": 199.9, "homo_lumo_gap_ev": 10.0547, "largest_force_ev_per_a": 3.8, "total_energy_ha": -452.97206, "lumo_ha": 0.0116}

{"formula": "C4H5I", "method": "ωB97M-V with the def2-TZVPD basis set", "elements": ["C", "C", "C", "C", "I", "H", "H", "H", "H", "H"], "xyz": [[1.225, -0.355, 0.143], [2.129, 0.532, 0.197], [-0.770, 0.354, -0.120], [-0.070, -0.976, -0.067], [4.156, -0.146, -0.052], [2.123, 1.627, 0.538], [-0.957, 0.990, 0.705], [-1.000, 0.915, -1.060], [-0.186, -1.314, -1.067], [-0.408, -1.445, 0.854]], "atomic_forces_ev_per_a": [[-2.03, 0.76, -0.90], [1.22, 2.18, 1.16], [0.88, 0.75, -1.02], [-0.99, 1.98, 0.83], [0.18, 0.03, 0.08], [-0.11, -1.80, -0.94], [0.01, -0.05, 1.17], [0.74, -0.99, 0.55], [0.04, -1.72, -0.34], [0.07, -1.15, -0.60]], "e_above_lowest_kj_mol": 317.1, "homo_lumo_gap_ev": [7.7478, 7.8923], "largest_force_ev_per_a": 2.8, "total_energy_ha": -452.92742, "lumo_ha": [0.0004, -0.0103]}

{"formula": "C4H5IN2", "method": "ωB97M-V with the def2-TZVPD basis set", "elements": ["C", "C", "C", "C", "N", "N", "I", "H", "H", "H", "H", "H"], "xyz": [[-0.700, 1.460, -0.127], [-1.350, 0.351, 0.131], [0.607, -1.014, 0.168], [0.803, 1.353, 0.168], [1.312, 0.009, 0.141], [0.345, -2.354, 0.041], [-3.322, -0.177, 0.100], [-0.975, 2.388, -0.433], [1.561, 1.754, -0.560], [1.128, 1.660, 1.115], [-0.547, -2.644, -0.336], [1.137, -2.786, -0.406]], "atomic_forces_ev_per_a": [[1.61, -2.92, 1.38], [1.78, -1.51, -0.37], [-3.13, 3.85, -0.57], [1.73, -0.69, -2.23], [-0.80, -4.82, 0.29], [1.68, 1.35, 0.38], [-0.25, 0.13, -0.10], [-1.26, 2.57, -0.67], [-1.40, 0.84, 0.33], [-0.04, 1.28, 1.52], [-0.02, 0.57, 0.12], [0.10, -0.63, -0.09]], "e_above_lowest_kj_mol": 394.3, "homo_lumo_gap_ev": [8.1673, 8.1691], "largest_force_ev_per_a": 5.0, "total_energy_ha": -562.46522, "lumo_ha": [0.0163, 0.0163]}

{"formula": "C4H5IN2O2", "method": "ωB97M-V with the def2-TZVPD basis set", "elements": ["C", "C", "C", "C", "N", "N", "O", "O", "I", "H", "H", "H", "H", "H"], "xyz": [[1.866, -1.338, -0.220], [0.673, -0.751, -0.480], [-0.772, 0.805, 1.173], [0.370, 0.927, 0.218], [-0.161, -0.959, -1.533], [-2.065, 0.842, 0.658], [-0.507, 0.873, 2.377], [-0.494, -2.075, -1.868], [0.182, 2.268, -1.446], [1.913, -2.341, -0.705], [2.752, -0.923, 0.221], [1.218, 1.004, 0.845], [-2.108, 1.066, -0.333], [-2.866, 0.601, 1.092]], "atomic_forces_ev_per_a": [[-2.11, -1.19, -1.81], [2.09, 4.15, 3.23], [-1.72, 1.70, 1.80], [0.07, -4.21, -2.47], [-1.54, -1.01, -1.47], [4.69, 0.72, -2.57], [-0.50, -0.91, -1.51], [0.42, 0.25, 0.47], [0.22, -0.13, 0.73], [0.52, 0.77, 0.31], [-0.21, 0.16, 0.60], [1.03, 0.84, 0.17], [-0.26, -0.34, 0.39], [-2.69, -0.81, 2.13]], "e_above_lowest_kj_mol": 481.4, "homo_lumo_gap_ev": [8.1699, 8.1681], "largest_force_ev_per_a": 5.7, "total_energy_ha": -712.95442, "lumo_ha": [-0.0448, -0.0447]}

What did the third record say?
{"formula": "C4H5IN2", "method": "ωB97M-V with the def2-TZVPD basis set", "elements": ["C", "C", "C", "C", "N", "N", "I", "H", "H", "H", "H", "H"], "xyz": [[-0.700, 1.460, -0.127], [-1.350, 0.351, 0.131], [0.607, -1.014, 0.168], [0.803, 1.353, 0.168], [1.312, 0.009, 0.141], [0.345, -2.354, 0.041], [-3.322, -0.177, 0.100], [-0.975, 2.388, -0.433], [1.561, 1.754, -0.560], [1.128, 1.660, 1.115], [-0.547, -2.644, -0.336], [1.137, -2.786, -0.406]], "atomic_forces_ev_per_a": [[1.61, -2.92, 1.38], [1.78, -1.51, -0.37], [-3.13, 3.85, -0.57], [1.73, -0.69, -2.23], [-0.80, -4.82, 0.29], [1.68, 1.35, 0.38], [-0.25, 0.13, -0.10], [-1.26, 2.57, -0.67], [-1.40, 0.84, 0.33], [-0.04, 1.28, 1.52], [-0.02, 0.57, 0.12], [0.10, -0.63, -0.09]], "e_above_lowest_kj_mol": 394.3, "homo_lumo_gap_ev": [8.1673, 8.1691], "largest_force_ev_per_a": 5.0, "total_energy_ha": -562.46522, "lumo_ha": [0.0163, 0.0163]}